Density functional theory data (wB97M-V/def2-TZVPD) for a single C19H22N2O4S2 molecule.

Calculated values
HOMO energy: -8.77 eV
2S+1: 1
SMILES: C[C@H](Sc1ccccc1)C(=O)Nc1ccc(S(=O)(=O)N2CCOCC2)cc1

The geometry in XYZ format:
```
49
C19H22N2O4S2, DFT wB97M-V/def2-TZVPD
C -2.449 -3.461 3.815
C -1.705 -2.128 3.820
C -0.756 -2.088 2.623
O 0.377 -2.499 2.721
N -1.331 -1.605 1.491
C -0.747 -1.388 0.246
C 0.491 -1.925 -0.103
C 1.017 -1.671 -1.357
C 0.315 -0.889 -2.253
C -0.917 -0.355 -1.921
C -1.453 -0.609 -0.674
H -2.416 -0.202 -0.403
H -1.442 0.237 -2.653
S 1.053 -0.473 -3.830
O 1.946 -1.519 -4.226
O 0.024 -0.047 -4.730
N 1.994 0.868 -3.503
C 1.280 2.071 -3.147
H 0.452 2.180 -3.847
C 2.252 3.250 -3.252
H 1.784 4.171 -2.903
O 3.382 3.046 -2.435
C 4.068 1.870 -2.799
H 4.918 1.790 -2.120
C 3.157 0.646 -2.677
H 3.653 -0.252 -3.044
H 2.871 0.509 -1.621
H 4.426 1.950 -3.835
H 2.564 3.365 -4.300
H 0.891 2.010 -2.117
H 1.963 -2.092 -1.659
H 1.031 -2.529 0.608
H -2.276 -1.247 1.599
H -1.116 -2.041 4.737
S -2.956 -0.786 3.807
C -2.011 0.710 3.651
C -0.631 0.773 3.765
C 0.008 1.993 3.612
C -0.717 3.143 3.355
C -2.098 3.076 3.254
C -2.745 1.865 3.398
H -3.820 1.799 3.320
H -2.673 3.968 3.059
H -0.210 4.088 3.236
H 1.083 2.036 3.697
H -0.042 -0.106 3.972
H -3.102 -3.530 4.682
H -1.731 -4.277 3.847
H -3.054 -3.558 2.916
```